Record 1
{"formula": "C15H15N5O5S", "method": "ωB97M-V/def2-TZVPD", "species": ["C", "C", "C", "N", "C", "O", "C", "O", "C", "O", "C", "C", "C", "C", "S", "C", "N", "N", "C", "N", "C", "C", "N", "O", "O", "C", "H", "H", "H", "H", "H", "H", "H", "H", "H", "H", "H", "H", "H", "H", "H"], "positions_angstrom": [[5.3721, 3.3134, 0.7282], [5.4841, 2.1706, 0.0783], [5.5811, 0.8309, 0.7417], [4.5959, -0.0893, 0.2113], [4.9294, -1.2091, -0.4526], [6.0655, -1.5868, -0.6283], [3.7415, -2.0248, -0.9734], [2.5083, -1.3202, -0.9139], [1.5456, -1.8115, -0.1143], [1.6697, -2.7948, 0.5665], [0.3126, -0.9825, -0.1687], [0.2345, 0.1956, -0.9147], [-0.9421, 0.9102, -0.9497], [-2.0692, 0.4865, -0.2454], [-3.5170, 1.4752, -0.4319], [-4.6991, 0.2126, -0.6746], [-4.4842, -0.9070, -1.3128], [-5.6358, -1.5845, -1.3161], [-6.5279, -0.8728, -0.6918], [-5.9920, 0.2968, -0.2568], [-6.5776, 1.3379, 0.5346], [-1.9712, -0.6651, 0.5473], [-3.0196, -1.1144, 1.4283], [-3.9370, -0.3486, 1.6582], [-2.9108, -2.2099, 1.9244], [-0.7909, -1.3979, 0.5608], [5.3167, 4.2583, 0.2159], [5.3485, 3.3522, 1.8051], [5.5104, 2.1456, -1.0029], [5.4521, 0.9273, 1.8246], [6.5567, 0.3776, 0.5363], [3.6259, 0.1789, 0.2725], [3.6692, -2.9463, -0.3831], [3.9343, -2.2869, -2.0172], [1.0896, 0.5302, -1.4804], [-1.0194, 1.8068, -1.5449], [-7.5467, -1.1597, -0.5376], [-7.6025, 1.0661, 0.7777], [-6.0006, 1.4537, 1.4539], [-6.5691, 2.2814, -0.0142], [-0.7314, -2.2958, 1.1597]], "forces_ev_per_a": [[-0.008, 0.129, 0.012], [-0.013, -0.211, 0.037], [0.239, -0.048, 0.057], [-0.281, 0.433, 0.248], [-0.619, -0.092, -0.100], [0.250, -0.269, -0.157], [0.523, -0.550, 0.007], [-0.007, 0.310, -0.155], [-0.106, -0.313, 0.308], [-0.052, 0.131, -0.099], [-0.263, 0.306, -0.115], [0.109, -0.293, 0.190], [-0.254, -0.016, 0.106], [-0.194, -0.135, 0.230], [0.044, 0.327, -0.175], [-0.062, 0.207, -0.330], [0.870, 0.720, -0.039], [-0.963, -0.910, -0.045], [-0.046, -0.028, -0.004], [0.610, -0.367, -0.424], [-0.081, 0.380, 0.320], [1.216, 0.324, -0.690], [-0.557, -0.063, 0.437], [-0.004, -0.105, 0.408], [0.011, -0.339, 0.080], [-0.086, -0.050, 0.089], [0.004, 0.157, -0.150], [-0.029, -0.059, 0.235], [0.018, 0.067, -0.160], [0.105, 0.001, -0.087], [-0.130, 0.057, 0.122], [0.089, -0.120, -0.095], [0.076, 0.214, -0.147], [-0.014, 0.092, 0.166], [0.052, 0.039, -0.049], [-0.015, 0.032, -0.116], [-0.286, 0.004, 0.063], [0.038, 0.039, -0.009], [-0.103, 0.020, -0.015], [-0.089, -0.045, 0.069], [0.008, 0.024, -0.021]], "fmax_ev_per_a": 1.4, "e_homo_ha": -0.327, "gap_ev": 7.92, "e_tot_ev": -44318.214, "smiles": "C=CCNC(=O)COC(=O)c1ccc(Sc2nncn2C)c([N+](=O)[O-])c1"}



Record 2
{"formula": "C15H15N5OS", "method": "ωB97M-V/def2-TZVPD", "species": ["C", "C", "N", "N", "C", "O", "C", "C", "N", "N", "N", "C", "C", "C", "C", "C", "C", "C", "C", "C", "C", "S", "H", "H", "H", "H", "H", "H", "H", "H", "H", "H", "H", "H", "H", "H", "H"], "positions_angstrom": [[0.4970, 1.9230, 2.0828], [0.7243, 0.5711, 2.7414], [1.0687, -0.5018, 1.9910], [1.2698, -0.5458, 0.6303], [1.5250, -1.6493, -0.1683], [1.7764, -2.7719, 0.2765], [1.2127, -1.7250, -1.6253], [1.4428, -0.5239, -2.5049], [0.1823, 0.2481, -2.4186], [0.0829, 1.3042, -1.5764], [-1.0297, 1.7308, -1.9402], [-1.7728, 0.9435, -2.7875], [-2.9796, 1.0788, -3.2946], [-3.4176, 0.1831, -4.2846], [-2.5376, -0.6759, -4.9124], [-1.1885, -0.9133, -4.3554], [-0.8999, -0.0592, -3.2443], [0.6345, 0.4550, 4.2152], [0.9621, -0.6915, 4.9179], [1.0480, -0.4820, 6.3995], [0.7586, 0.8526, 6.6580], [0.1888, 1.7058, 5.2913], [0.4335, 1.9361, 1.0237], [-0.2648, 2.5168, 2.6216], [1.4654, 2.4280, 2.3686], [0.9571, 0.2420, 0.0833], [0.1652, -2.0310, -1.6060], [1.8874, -2.4940, -1.9866], [1.5720, -0.7727, -3.5388], [2.3626, -0.0452, -2.2103], [-3.5587, 1.9477, -3.0311], [-4.4287, 0.2329, -4.6062], [-2.8892, -1.2085, -5.7885], [-0.3767, -1.7116, -4.6820], [1.0465, -1.6857, 4.4421], [1.4511, -1.1084, 7.1440], [0.6293, 1.2972, 7.6750]], "forces_ev_per_a": [[1.665, 0.488, 2.768], [0.053, -2.128, -4.260], [-0.155, 0.604, 2.948], [-0.647, 1.846, -0.591], [-0.273, -2.994, 2.796], [0.270, 1.439, 0.508], [0.973, 0.500, -0.711], [-1.813, -0.118, 0.706], [4.662, -3.235, -1.455], [-1.364, -1.905, -3.788], [-4.327, 4.309, 3.098], [4.400, -0.574, 0.227], [-3.499, 0.551, -1.570], [0.812, 1.114, 0.675], [2.906, -1.457, 1.275], [-0.195, -0.022, 0.031], [0.541, 0.652, 0.693], [0.245, -2.057, -0.226], [0.040, -0.428, 1.809], [-0.401, 2.603, -3.335], [-0.875, -1.062, 1.240], [0.742, 0.754, 0.010], [-0.448, -0.073, -0.771], [0.064, -0.370, -0.660], [-0.790, 0.041, -0.537], [-0.023, 0.430, 0.070], [0.113, -0.250, -0.562], [-0.341, -0.513, 0.161], [-0.001, -0.411, -0.604], [-0.112, 0.963, 0.245], [-0.493, -0.095, 0.275], [-0.590, 0.193, -0.462], [0.244, -0.234, 0.165], [-2.176, 1.851, 0.321], [0.399, 0.895, 0.194], [0.115, -0.973, 0.480], [0.281, -0.334, -1.163]], "fmax_ev_per_a": 6.8, "e_homo_ha": -0.297, "relative_energy_kj_mol": 578.2, "gap_ev": 7.98, "e_tot_ev": -36126.944, "smiles": "C/C(=N\\NC(=O)CCn1nnc2ccccc21)c1cccs1"}



Record 3
{"formula": "C15H15NO4", "method": "ωB97M-V/def2-TZVPD", "species": ["C", "O", "C", "C", "C", "C", "C", "C", "O", "C", "C", "C", "C", "C", "C", "O", "C", "C", "O", "N", "H", "H", "H", "H", "H", "H", "H", "H", "H", "H", "H", "H", "H", "H", "H"], "positions_angstrom": [[0.0838, 3.6976, -2.2848], [0.8311, 2.5106, -2.3700], [0.4290, 1.4190, -1.6423], [-0.6965, 1.4347, -0.8278], [-1.0816, 0.3184, -0.0968], [-0.3314, -0.8504, -0.1705], [0.7873, -0.8686, -0.9788], [1.1894, 0.2366, -1.7251], [2.3136, 0.0188, -2.4639], [2.8562, 1.0153, -3.3000], [-0.7357, -2.0214, 0.6934], [-0.0559, -1.8840, 2.0239], [-0.4763, -1.3928, 3.2247], [0.6360, -1.4840, 4.0989], [1.6460, -2.0176, 3.3638], [1.2372, -2.2641, 2.1070], [-2.2568, -2.0519, 0.8347], [-2.8326, -0.7155, 1.2575], [-3.8002, -0.5914, 1.9770], [-2.2105, 0.3655, 0.7169], [0.0672, 4.0934, -1.2641], [-0.9420, 3.5572, -2.6408], [0.5941, 4.4066, -2.9352], [-1.2954, 2.3279, -0.7481], [1.3947, -1.7570, -1.0469], [3.1740, 1.8925, -2.7328], [2.1512, 1.3222, -4.0753], [3.7255, 0.5494, -3.7643], [-0.3844, -2.9499, 0.2320], [-1.4514, -1.0250, 3.4692], [0.6691, -1.1924, 5.1285], [2.6598, -2.2661, 3.6068], [-2.5722, -2.8074, 1.5544], [-2.7023, -2.2957, -0.1343], [-2.6200, 1.2695, 0.9131]], "forces_ev_per_a": [[-0.107, 0.182, 0.005], [0.079, -0.453, 0.119], [0.161, -0.032, -0.052], [-0.060, -0.031, 0.065], [0.545, -0.186, -0.421], [-0.137, 0.122, -0.096], [-0.053, 0.395, -0.185], [-0.098, -0.103, 0.112], [-0.139, -0.120, 0.176], [0.271, 0.223, -0.299], [0.310, 0.036, 0.075], [-0.787, 0.126, 0.349], [0.032, -0.257, -0.559], [0.554, -0.181, -0.169], [-0.108, 0.311, 0.858], [0.070, -0.146, -0.522], [0.091, -0.109, 0.155], [-0.108, -0.182, -0.096], [-0.169, -0.090, 0.182], [-0.143, 0.539, 0.095], [-0.017, -0.021, -0.033], [0.030, 0.004, 0.032], [-0.083, 0.000, 0.061], [-0.050, 0.129, -0.049], [0.097, -0.134, -0.021], [-0.013, -0.066, -0.065], [0.072, -0.015, 0.049], [-0.052, 0.055, 0.014], [-0.081, 0.064, 0.021], [-0.268, 0.063, -0.004], [0.091, 0.035, 0.216], [0.146, -0.073, -0.065], [-0.054, 0.103, -0.034], [0.009, 0.019, 0.011], [-0.033, -0.206, 0.074]], "fmax_ev_per_a": 0.9, "e_homo_ha": -0.283, "relative_energy_kj_mol": 183.9, "gap_ev": 8.34, "e_tot_ev": -25477.782, "smiles": "COc1cc2c(cc1OC)[C@@H](c1ccco1)CC(=O)N2"}